Formula: C5H6O
Source: the Open Molecules 2025 dataset
Level of theory: the ωB97M-V functional and the def2-TZVPD basis

Atoms and positions in Å:
C: 1.110 -0.347 -0.418
C: 0.358 0.951 -0.261
C: -1.090 0.593 -0.288
O: -1.196 -0.910 -0.722
C: -0.094 -1.065 0.210
C: -0.502 0.199 0.976
H: 1.971 -0.368 0.257
H: 1.402 -0.642 -1.429
H: 0.761 1.924 -0.610
H: -1.790 1.450 -0.361
H: 0.087 -2.048 0.663
H: -0.944 0.277 1.976

Summary:
HOMO-LUMO gap: 10.37 eV
ΔE to the lowest compared entry with this formula, charge and spin: 89.2 kcal per mole
Lowest unoccupied orbital energy: 1.12 eV
2S+1: 1

=====

Formula: C35H40N4OP2PdSSi
Source: the Open Molecules 2025 dataset
Level of theory: the ωB97M-V functional and the def2-TZVPD basis

Atoms and positions in Å:
Pd: -1.204 -1.521 -0.056
C: 4.069 2.978 3.229
S: 2.925 3.826 2.125
C: 2.771 2.527 0.881
C: 1.784 2.922 -0.206
C: 1.454 1.765 -1.142
N: 0.565 0.748 -0.565
P: 0.879 -0.913 -0.416
C: 1.730 -1.380 -1.951
C: 1.171 -0.912 -3.142
C: 1.710 -1.274 -4.364
C: 2.813 -2.118 -4.412
C: 3.366 -2.598 -3.236
C: 2.828 -2.233 -2.009
C: 2.117 -1.066 0.899
C: 3.471 -0.788 0.704
C: 4.350 -0.812 1.775
C: 3.884 -1.101 3.051
C: 2.538 -1.367 3.257
C: 1.659 -1.353 2.183
P: -1.142 0.912 -0.360
C: -1.493 1.953 1.083
C: -0.616 2.126 2.143
C: -1.028 2.802 3.287
C: -2.325 3.277 3.387
C: -3.218 3.085 2.337
C: -2.804 2.430 1.192
C: -1.638 1.923 -1.781
C: -1.889 1.253 -2.976
C: -2.235 1.957 -4.118
C: -2.326 3.340 -4.074
C: -2.071 4.018 -2.888
C: -1.728 3.314 -1.744
H: 4.253 3.633 4.079
H: 5.017 2.775 2.730
H: 3.638 2.043 3.588
H: 2.452 1.608 1.375
H: 3.754 2.333 0.442
H: 2.210 3.731 -0.805
H: 0.863 3.310 0.236
H: 2.374 1.268 -1.461
H: 0.979 2.154 -2.047
H: 0.306 -0.260 -3.111
H: 1.268 -0.901 -5.278
H: 3.235 -2.404 -5.367
H: 4.217 -3.266 -3.268
H: 3.259 -2.633 -1.102
H: 3.842 -0.546 -0.285
H: 5.399 -0.599 1.614
H: 4.573 -1.119 3.886
H: 2.172 -1.590 4.250
H: 0.605 -1.557 2.332
H: 0.390 1.735 2.088
H: -0.324 2.953 4.095
H: -2.644 3.797 4.281
H: -4.239 3.435 2.405
H: -3.507 2.287 0.381
H: -1.867 0.171 -3.001
H: -2.458 1.421 -5.031
H: -2.611 3.892 -4.960
H: -2.148 5.097 -2.852
H: -1.543 3.848 -0.820
N: -4.121 -1.045 2.232
C: -3.974 -1.196 0.893
O: -3.166 -2.096 0.483
C: -4.698 -0.352 0.024
C: -4.546 -0.480 -1.376
N: -4.408 -0.559 -2.519
C: -5.532 0.652 0.566
N: -6.162 1.464 1.094
H: -3.697 -1.739 2.821
H: -4.839 -0.451 2.610
C: -1.324 -4.363 1.842
Si: -0.723 -3.802 0.152
C: -1.741 -4.582 -1.213
C: 1.049 -4.412 -0.017
H: -1.261 -5.453 1.916
H: -2.361 -4.062 1.991
H: -0.715 -3.944 2.646
H: -1.702 -5.673 -1.142
H: -1.362 -4.294 -2.196
H: -2.781 -4.261 -1.144
H: 1.058 -5.484 0.202
H: 1.741 -3.929 0.678
H: 1.430 -4.279 -1.031

Summary:
HOMO-LUMO gap: 7.72 eV
ΔE to the lowest compared entry with this formula, charge and spin: 0.0 kcal per mole
Lowest unoccupied orbital energy: 0.01 eV
2S+1: 1

=====

Formula: C13H30BN2OSi
Source: the Open Molecules 2025 dataset
Level of theory: the ωB97M-V functional and the def2-TZVPD basis

Atoms and positions in Å:
B: -3.575 -2.568 -2.595
C: -2.442 -3.743 -2.968
C: -1.102 -3.152 -3.409
O: 0.052 -3.719 -2.728
Si: 0.643 -2.778 -1.520
C: 2.288 -3.569 -1.010
C: -0.462 -2.737 -0.009
C: 0.982 -1.000 -2.048
H: -4.583 -2.651 -3.303
H: -3.111 -1.442 -2.754
H: -3.898 -2.664 -1.404
H: -2.271 -4.413 -2.122
H: -2.830 -4.366 -3.779
H: -1.143 -2.071 -3.256
H: -0.945 -3.310 -4.481
H: 2.982 -2.828 -0.617
H: 2.125 -4.368 -0.287
H: 2.717 -4.025 -1.904
H: -0.700 -3.749 0.314
H: -1.370 -2.159 -0.174
H: 0.108 -2.265 0.800
H: 0.112 -0.393 -1.779
H: 1.089 -0.906 -3.129
H: 1.850 -0.586 -1.536
C: 0.577 2.610 0.399
C: 0.990 2.854 -1.047
C: -0.181 3.312 -1.923
C: -1.240 2.302 -1.937
N: -2.016 1.455 -1.927
H: -0.169 1.816 0.460
H: 1.439 2.304 0.993
H: 0.163 3.512 0.848
H: 1.410 1.938 -1.468
H: 1.774 3.614 -1.085
H: 0.150 3.479 -2.948
H: -0.599 4.248 -1.548
C: 1.247 1.396 4.215
C: 1.383 2.395 5.357
C: 0.356 3.530 5.282
C: 0.496 4.317 4.056
N: 0.607 4.934 3.095
H: 1.421 1.871 3.250
H: 1.972 0.589 4.322
H: 0.251 0.951 4.196
H: 2.389 2.820 5.358
H: 1.253 1.882 6.311
H: 0.469 4.208 6.128
H: -0.658 3.127 5.311

Summary:
HOMO-LUMO gap: 6.40 eV
Lowest unoccupied orbital energy: 2.12 eV
2S+1: 1
Total charge: -1

=====

Formula: C31H41EuN7O4PS
Source: the Open Molecules 2025 dataset
Level of theory: the ωB97M-V functional and the def2-TZVPD basis

Atoms and positions in Å:
Eu: -15.876 -0.793 15.165
C: -18.422 -2.617 13.759
N: -16.977 -2.618 13.572
C: -16.338 -3.887 13.828
C: -14.899 -3.738 14.268
N: -14.264 -2.597 14.241
C: -13.049 -2.866 14.869
C: -11.999 -1.972 15.145
C: -10.918 -2.456 15.849
C: -10.878 -3.787 16.240
C: -11.891 -4.682 15.974
C: -12.993 -4.183 15.275
N: -14.191 -4.729 14.837
C: -18.891 -1.212 13.930
N: -18.158 -0.155 13.889
C: -18.998 0.884 14.358
C: -18.709 2.199 14.601
C: -19.701 2.986 15.152
C: -20.979 2.500 15.383
C: -21.272 1.174 15.143
C: -20.269 0.379 14.590
N: -20.177 -0.956 14.282
H: -18.635 -3.158 14.694
H: -18.966 -3.070 12.911
H: -16.794 -2.343 12.607
H: -16.318 -4.573 12.943
H: -16.915 -4.343 14.624
H: -12.001 -0.934 14.792
H: -10.067 -1.842 16.074
H: -10.009 -4.144 16.749
H: -11.807 -5.718 16.287
H: -14.481 -5.694 14.998
H: -17.775 2.648 14.347
H: -19.564 4.067 15.310
H: -21.739 3.132 15.782
H: -22.298 0.815 15.223
H: -20.807 -1.695 14.507
C: -17.666 -5.033 18.667
C: -18.553 -3.848 18.942
C: -19.762 -3.831 18.032
C: -18.965 -3.790 20.410
O: -17.820 -2.606 18.735
P: -17.209 -1.834 17.493
O: -17.877 -0.614 16.925
O: -16.786 -2.755 16.365
O: -15.751 -1.340 18.015
C: -15.294 -0.324 18.986
C: -14.994 0.957 18.240
C: -14.004 -0.875 19.500
C: -16.364 -0.034 20.081
H: -18.077 -5.984 18.966
H: -16.733 -4.917 19.195
H: -17.454 -5.121 17.589
H: -20.566 -4.531 18.318
H: -19.479 -4.070 17.010
H: -20.231 -2.828 18.032
H: -19.592 -4.639 20.644
H: -19.539 -2.893 20.630
H: -18.101 -3.788 21.023
H: -14.255 0.809 17.444
H: -14.608 1.672 18.930
H: -15.896 1.342 17.760
H: -13.357 -1.141 18.657
H: -14.121 -1.752 20.114
H: -13.529 -0.082 20.092
H: -17.159 0.561 19.641
H: -15.877 0.598 20.844
H: -16.759 -0.904 20.555
N: -15.824 0.415 11.904
C: -14.733 1.139 12.197
S: -14.271 1.449 13.829
N: -14.004 1.609 11.190
C: -14.160 1.203 9.799
C: -14.822 1.995 8.851
C: -14.818 1.679 7.493
C: -14.059 0.578 7.091
C: -13.513 -0.260 8.048
C: -13.499 0.060 9.390
H: -16.544 0.315 12.604
H: -16.126 0.176 10.949
H: -13.191 2.125 11.460
H: -15.262 2.967 9.192
H: -15.323 2.336 6.809
H: -13.942 0.297 6.041
H: -13.045 -1.184 7.737
H: -12.935 -0.523 10.091

Summary:
HOMO-LUMO gap (spin up / spin down): 7.51 / 9.03 eV
ΔE to the lowest compared entry with this formula, charge and spin: 0.0 kcal per mole
Lowest unoccupied orbital energy (spin up / spin down): -2.01 / -2.01 eV
2S+1: 8
Total charge: +1

=====

Formula: C5H6AlCeCl2N2O4
Source: the Open Molecules 2025 dataset
Level of theory: the ωB97M-V functional and the def2-TZVPD basis

Atoms and positions in Å:
Al: 0.942 0.174 -3.754
Ce: -0.435 1.166 -0.677
Cl: -0.899 -0.678 -2.796
Cl: -1.069 3.158 -2.233
C: 1.499 2.356 -0.407
C: 1.086 -1.317 -5.097
C: 0.443 1.610 -5.145
O: 2.449 2.954 -0.093
O: 0.764 -2.267 -5.693
O: 0.066 2.269 -6.033
C: -2.077 -0.992 3.251
N: -0.652 -1.288 3.192
C: 0.167 -0.589 2.399
N: 1.501 -0.628 2.666
O: -0.258 0.129 1.414
H: -2.383 -0.463 2.344
H: -2.289 -0.357 4.122
H: -2.645 -1.920 3.328
H: -0.201 -1.735 3.988
H: 2.097 -0.295 1.897
H: 1.893 -1.288 3.327

Summary:
HOMO-LUMO gap (spin up / spin down): 2.28 / 2.21 eV
ΔE to the lowest compared entry with this formula, charge and spin: 0.0 kcal per mole
Lowest unoccupied orbital energy (spin up / spin down): -19.68 / -19.70 eV
2S+1: 2
Total charge: +4

=====

Formula: C28H33Cl2N6O2STc
Source: the Open Molecules 2025 dataset
Level of theory: the ωB97M-V functional and the def2-TZVPD basis

Atoms and positions in Å:
Tc: 0.146 -0.073 0.033
Cl: 3.621 5.829 -0.452
C: 2.725 4.501 0.183
C: 2.404 3.452 -0.672
C: 1.663 2.385 -0.191
N: 1.200 1.295 -0.962
C: 1.331 1.189 -2.314
O: 1.868 1.967 -3.076
C: 0.708 -0.083 -2.845
C: 0.783 -0.394 -4.188
C: 0.197 -1.569 -4.630
C: -0.445 -2.393 -3.717
C: -0.481 -2.015 -2.390
N: 0.085 -0.882 -1.962
C: 1.266 2.352 1.158
C: 1.594 3.399 2.005
C: 2.316 4.478 1.509
Cl: 2.685 5.777 2.581
N: 0.521 1.205 1.522
C: -0.049 1.003 2.740
O: -0.056 1.751 3.699
C: -0.731 -0.345 2.828
C: -1.255 -0.791 4.025
C: -1.871 -2.031 4.059
C: -1.950 -2.780 2.893
C: -1.406 -2.265 1.732
N: -0.807 -1.071 1.702
H: 2.711 3.488 -1.703
H: 1.297 0.292 -4.845
H: 0.240 -1.841 -5.676
H: -0.913 -3.317 -4.022
H: -0.973 -2.625 -1.645
H: 1.291 3.386 3.039
H: -1.162 -0.156 4.895
H: -2.283 -2.414 4.983
H: -2.420 -3.753 2.877
H: -1.447 -2.814 0.801
C: 1.785 -1.307 0.426
H: 1.883 -1.463 1.501
H: 2.691 -0.829 0.054
H: 1.665 -2.276 -0.064
C: -5.703 3.189 1.733
C: -6.123 1.748 2.025
C: -5.268 0.667 1.363
C: -3.896 0.428 1.982
N: -2.997 1.579 1.884
C: -2.363 1.982 0.779
S: -2.209 0.925 -0.583
N: -1.823 3.193 0.795
C: -1.193 3.900 -0.323
C: -2.137 4.915 -0.952
C: -2.682 5.949 0.033
C: -1.594 6.722 0.774
H: -6.484 3.886 2.036
H: -5.524 3.336 0.665
H: -4.798 3.487 2.266
H: -7.148 1.617 1.673
H: -6.158 1.579 3.106
H: -5.136 0.893 0.301
H: -5.801 -0.286 1.409
H: -3.414 -0.417 1.493
H: -3.984 0.200 3.045
H: -3.049 2.243 2.643
H: -1.954 3.743 1.634
H: -0.877 3.156 -1.049
H: -0.298 4.383 0.069
H: -2.960 4.384 -1.437
H: -1.579 5.424 -1.743
H: -3.351 5.461 0.751
H: -3.314 6.648 -0.516
H: -0.997 6.083 1.431
H: -2.024 7.506 1.396
H: -0.903 7.194 0.073

Summary:
HOMO-LUMO gap (spin up / spin down): 7.07 / 6.41 eV
Lowest unoccupied orbital energy (spin up / spin down): -3.24 / -4.22 eV
2S+1: 4
Total charge: +1

=====

Q: Which total energy values were calculated for the entries above? A: -7325.4159 -85725.8468 -27550.6691 -90889.9669 -60975.6836 -80683.8599, in eV.